[1]
Density functional theory data (the ωB97M-V functional and the def2-TZVPD basis) for a 9-piece molecular cluster, C38H99N5O18 overall at a distorted geometry.

Summary:
Highest occupied orbital energy (alpha / beta): 0.473 / -6.386 eV
E_tot: -3134.76689 Ha
Expectation value of S²: 0.751
Net charge: -1
HOMO-LUMO gap (alpha / beta): 1.48 / 8.31 eV
Spin multiplicity: 2
LUMO energy (alpha / beta): 1.952 / 1.923 eV

XYZ file:
```
160
C38H99N5O18 the ωB97M-V functional and the def2-TZVPD basis
C 1.85477 4.54230 3.48392
O 0.70008 4.19001 4.18333
C -0.17116 5.33031 4.44874
C -1.45283 4.86401 5.10465
N -1.11408 4.10611 6.28334
C -2.27085 3.31652 6.83020
C -1.91401 1.82669 7.22039
O -0.81141 1.26189 6.43387
C -1.19981 0.96655 5.03763
H 1.67004 5.10134 2.56660
H 2.66575 3.82648 3.34966
H 2.20398 5.33210 4.14901
H -0.54598 5.73905 3.51037
H 0.31096 6.14247 4.99283
H -2.01268 4.33178 4.33563
H -2.09607 5.73619 5.22136
H -0.46745 3.37515 6.02322
H -3.00704 3.31264 6.02640
H -2.72662 3.88523 7.64072
H -2.83667 1.24903 7.16476
H -1.64695 1.79164 8.27659
H -1.62954 -0.03498 5.05657
H -0.32998 1.10713 4.39595
H -1.86075 1.60751 4.45418
C 5.98951 1.01460 3.19093
O 6.69141 0.00613 2.52417
C 6.63502 0.08885 1.05884
C 7.91656 -0.58396 0.59233
N 9.14740 0.12205 0.91213
C 10.35104 -0.44030 0.35316
C 11.68077 0.13697 0.82260
O 11.91179 -0.48585 2.07277
C 13.21306 -0.48479 2.55879
H 6.22921 1.07560 4.25249
H 4.91623 1.03204 3.00156
H 6.33417 2.02153 2.95556
H 6.64466 1.12254 0.71314
H 5.71278 -0.30673 0.63328
H 7.78410 -0.53939 -0.48867
H 7.77505 -1.59730 0.96808
H 9.30622 0.12636 1.90955
H 10.41058 -0.06830 -0.66966
H 10.25535 -1.52380 0.42379
H 11.82738 1.20782 0.96361
H 12.48413 -0.14390 0.14156
H 13.54153 0.53719 2.74796
H 14.01883 -0.78949 1.89098
H 13.12310 -1.05527 3.48321
C -1.50234 2.82401 1.52033
O -2.55677 3.62441 1.89512
C -3.89808 3.15572 1.63074
C -4.75755 4.46544 1.54876
N -5.94245 4.29540 0.60767
C -6.96597 3.44014 1.14972
C -8.05500 3.28762 0.05775
O -7.42138 3.08262 -1.20286
C -7.22545 1.72748 -1.69614
H -0.62869 3.47412 1.56722
H -1.63714 2.29017 0.57962
H -1.28367 2.05158 2.25764
H -4.25388 2.32234 2.23655
H -3.94417 2.64958 0.66649
H -4.14331 5.26742 1.13929
H -5.13772 4.76602 2.52510
H -5.70188 3.79044 -0.23331
H -7.37860 4.03669 1.96333
H -6.65852 2.41421 1.35237
H -8.50332 4.28035 0.01796
H -8.89198 2.64868 0.33940
H -7.84779 1.55269 -2.57378
H -7.50610 0.96053 -0.97425
H -6.25488 1.42591 -2.09004
C -2.15249 1.48903 -2.67055
O -1.17184 0.53574 -2.26087
C -1.79740 -0.68853 -1.94578
C -0.63686 -1.74861 -2.04346
N 0.45783 -1.56133 -1.10419
C 0.24593 -2.17599 0.22373
C 1.13122 -1.52100 1.21518
O 0.79400 -0.14744 1.38296
C 1.62003 0.55113 2.32892
H -1.61105 2.38902 -2.96202
H -2.92492 1.71449 -1.93529
H -2.62150 1.13647 -3.58916
H -2.68695 -1.01712 -2.48322
H -2.18946 -0.65679 -0.92922
H -0.21479 -1.69917 -3.04721
H -1.02457 -2.76136 -2.15363
H 0.63928 -0.57414 -0.99183
H 0.26706 -3.26574 0.23462
H -0.75881 -1.98100 0.59866
H 2.14478 -1.70592 0.85938
H 1.02754 -1.98795 2.19463
H 1.18899 1.51036 2.61559
H 2.64075 0.61476 1.95185
H 1.90260 -0.05022 3.19300
C -6.62555 -1.75901 1.60847
O -6.55508 -1.55286 0.20677
C -5.54245 -2.37216 -0.38116
C -6.02318 -2.67217 -1.85743
N -6.14919 -1.48270 -2.71205
C -6.98203 -1.52979 -3.85949
C -6.39068 -2.25133 -5.05220
O -5.73908 -1.46392 -6.07616
C -4.43681 -1.02994 -5.79860
H -5.65911 -1.62728 2.09503
H -6.87784 -2.78455 1.87810
H -7.31546 -1.03568 2.04309
H -5.52902 -3.33935 0.12131
H -4.48303 -2.13130 -0.29321
H -7.00768 -3.13869 -1.82245
H -5.30530 -3.30112 -2.38389
H -6.63142 -0.78292 -2.16628
H -7.09380 -0.47443 -4.10816
H -7.97001 -1.87133 -3.55072
H -7.23918 -2.65046 -5.60795
H -5.74565 -3.08259 -4.76755
H -3.85390 -0.75386 -6.67728
H -3.93303 -1.80740 -5.22427
H -4.53046 -0.08451 -5.26430
C 3.32277 1.55610 -2.18043
C 2.11864 2.33417 -1.72358
O 2.14174 2.63335 -0.36349
O 4.42194 2.52490 -2.30877
H 3.01790 1.07090 -3.10765
H 3.59086 0.59142 -1.74959
H 1.14724 1.84105 -1.75972
H 1.98765 3.23084 -2.32932
H 2.86414 3.25732 -0.26140
H 4.19456 3.03584 -3.08905
C -0.16756 -3.21916 -6.67785
C 1.04970 -2.45270 -6.14317
O 0.60560 -1.26670 -5.56293
O -0.88087 -2.61895 -7.77318
H -0.76753 -3.38576 -5.78321
H 0.07691 -4.25225 -6.92499
H 1.57210 -2.14493 -7.04897
H 1.65625 -2.98363 -5.40946
H -0.09668 -1.03790 -6.17615
H -0.25980 -2.52043 -8.49855
C -0.60505 -6.42470 0.85272
C 0.89233 -6.22998 0.44457
O 1.00062 -5.78023 -0.93248
O -0.94658 -7.49316 -0.03539
H -1.26951 -5.57018 0.72473
H -0.76787 -6.73529 1.88477
H 1.50967 -7.12831 0.44250
H 1.49172 -5.61343 1.11442
H 0.33966 -6.38449 -1.27832
H -0.92644 -8.34347 0.40977
C 4.24072 -2.66479 -1.77178
C 3.57275 -2.84825 -3.18051
O 3.36429 -4.25080 -3.42639
O 5.65189 -2.86982 -1.95480
H 3.81726 -3.34515 -1.03293
H 4.07336 -1.60663 -1.57078
H 4.01401 -2.34179 -4.03894
H 2.51892 -2.58992 -3.07660
H 2.63283 -4.51978 -2.86582
H 6.03452 -2.08598 -2.35580
```

Atomic partial charges in e from the Mulliken method, atoms 1 to 6:
1 C -1.011
2 O -0.159
3 C -0.953
4 C 0.188
5 N -0.506
6 C -0.568

[2]
Density functional theory data (the ωB97M-V functional and the def2-TZVPD basis) for a 9-piece molecular cluster, C38H99N5O18 overall at a distorted geometry.

Summary:
Highest occupied orbital energy: -8.744 eV
E_tot: -3134.67806 Ha
Net charge: 0
HOMO-LUMO gap: 8.98 eV
LUMO energy: 0.239 eV

XYZ file:
```
160
C38H99N5O18 the ωB97M-V functional and the def2-TZVPD basis
C -8.43716 6.31539 -4.46521
C -9.65730 6.76522 -3.56216
O -10.80176 7.00728 -4.28426
O -7.85797 7.47099 -4.97521
H -8.81921 5.81146 -5.35301
H -7.73897 5.76074 -3.83832
H -9.52122 7.47273 -2.74423
H -9.82519 5.80964 -3.06540
H -11.30593 7.72234 -3.88917
H -8.43403 7.88875 -5.61960
C 2.09627 9.21755 -3.22914
C 2.30190 8.16234 -2.05192
O 1.19413 7.32474 -1.79213
O 1.58896 8.64193 -4.37205
H 3.07531 9.60651 -3.50894
H 1.45749 9.88090 -2.64602
H 2.51045 8.83670 -1.22135
H 3.19988 7.61377 -2.33614
H 1.40906 6.40906 -1.98428
H 0.68509 8.47961 -4.09231
C 5.26196 5.45116 -6.00807
C 6.56246 4.68348 -6.16513
O 7.67809 5.37014 -6.70288
O 5.55297 6.83386 -5.77289
H 4.58912 4.93330 -5.32455
H 4.67893 5.49107 -6.92817
H 6.48435 3.68397 -6.59289
H 6.87035 4.42101 -5.15300
H 7.26248 6.21857 -6.53251
H 4.70963 7.28058 -5.87695
C 9.25388 0.15491 -4.60580
C 9.71960 0.42395 -3.27383
O 9.62175 -0.86225 -2.55443
O 7.87818 -0.18849 -4.53228
H 9.74420 -0.78996 -4.84012
H 9.34693 0.85391 -5.43697
H 9.07070 0.98719 -2.60317
H 10.68049 0.93762 -3.30447
H 10.48426 -1.28305 -2.57901
H 7.76098 -0.76102 -3.77066
C -9.91860 -1.99156 4.25874
O -10.99680 -1.70435 5.15372
C -12.04571 -2.59957 5.05422
C -12.76993 -2.51511 6.40992
N -13.81164 -3.52488 6.68008
C -13.37167 -4.75661 7.31975
C -14.41673 -5.89422 7.12936
O -14.04853 -7.21004 7.73850
C -14.00939 -8.19979 6.76885
H -10.16693 -1.81604 3.21202
H -9.49565 -2.99564 4.29084
H -9.12929 -1.24163 4.31065
H -11.65528 -3.60764 4.91468
H -12.66527 -2.47678 4.16586
H -13.29900 -1.57772 6.23817
H -12.09699 -2.27254 7.23235
H -14.51564 -3.05958 7.23505
H -13.45855 -4.67584 8.40327
H -12.36365 -5.11181 7.10567
H -14.64002 -6.01337 6.06916
H -15.43084 -5.63261 7.43140
H -13.74661 -7.95558 5.73957
H -15.02312 -8.53309 6.54666
H -13.51601 -9.13489 7.03395
C -6.77497 -4.93701 -8.77555
O -6.29629 -3.77107 -9.28649
C -4.92496 -3.33382 -8.92322
C -4.42558 -2.21599 -9.84011
N -4.82680 -0.87459 -9.32233
C -4.29375 -0.50467 -8.03138
C -2.81151 -0.15115 -8.08034
O -2.47579 0.83053 -8.99604
C -2.77391 2.14856 -8.59611
H -6.39368 -5.11199 -7.76952
H -6.48471 -5.65339 -9.54409
H -7.85946 -5.03401 -8.72486
H -4.09401 -4.03476 -8.84382
H -5.10956 -3.05528 -7.88570
H -4.82274 -2.40898 -10.83667
H -3.34547 -2.18048 -9.98231
H -4.34509 -0.27201 -9.97421
H -4.56403 -1.34979 -7.39828
H -4.88522 0.33099 -7.65731
H -2.45908 -1.06808 -8.55270
H -2.17195 -0.17138 -7.19793
H -2.08079 2.53083 -7.84674
H -3.82940 2.27440 -8.35489
H -2.67440 2.90787 -9.37176
C 7.98492 2.05019 4.82459
O 8.08903 3.09507 3.88632
C 9.16290 3.94679 4.13944
C 10.33012 3.65483 3.16626
N 11.12067 2.47367 3.39866
C 12.17405 2.22656 2.44232
C 12.86327 0.80479 2.58256
O 12.26834 -0.18944 1.85101
C 10.97763 -0.72940 2.20708
H 7.23486 1.28967 4.60756
H 7.76767 2.54098 5.77329
H 8.87825 1.44064 4.96065
H 9.54096 3.91609 5.16131
H 8.86979 4.95162 3.83530
H 10.97406 4.53192 3.23060
H 9.88725 3.75998 2.17585
H 10.47149 1.77733 3.73599
H 13.08090 2.81131 2.59660
H 11.93630 2.33515 1.38412
H 12.93551 0.51331 3.63037
H 13.88113 0.76125 2.19503
H 11.09372 -1.32994 3.10928
H 10.80095 -1.59226 1.56494
H 10.18301 0.01672 2.20776
C -2.74211 2.63240 0.82101
O -1.85665 2.15038 -0.10275
C -1.67509 3.00548 -1.30445
C -0.61563 2.45409 -2.28526
N 0.65247 2.47310 -1.50389
C 1.54832 1.28789 -1.82611
C 2.51621 0.87494 -0.69827
O 3.33902 -0.15940 -1.04695
C 3.96694 -0.60005 0.23413
H -2.28802 3.10827 1.69017
H -3.35929 1.86634 1.29042
H -3.36652 3.43178 0.42199
H -1.60926 4.07839 -1.12376
H -2.48483 2.99919 -2.03409
H -0.58215 2.95452 -3.25302
H -0.93367 1.45994 -2.59933
H 0.14670 2.29499 -0.64798
H 1.98274 1.67870 -2.74624
H 0.91503 0.41422 -1.98021
H 1.78116 0.64642 0.07347
H 3.17187 1.62924 -0.26327
H 3.21658 -1.09020 0.85446
H 4.50874 0.24420 0.66052
H 4.62181 -1.44961 0.04051
C 4.30900 -10.29091 8.54014
O 3.17931 -9.57834 7.95081
C 3.46093 -8.13130 8.09604
C 2.19599 -7.40564 7.57835
N 2.30744 -5.95679 7.47588
C 3.10122 -5.56290 6.35797
C 2.82621 -4.04568 6.11046
O 1.49957 -3.69937 5.84597
C 1.26862 -2.24612 5.65124
H 4.47914 -10.07594 9.59510
H 5.30016 -9.95460 8.23586
H 4.13208 -11.32965 8.26117
H 4.30363 -7.84812 7.46536
H 3.56902 -7.81167 9.13250
H 1.48942 -7.63430 8.37621
H 1.89472 -7.92616 6.66929
H 1.36409 -5.59612 7.46594
H 2.76947 -6.06225 5.44764
H 4.13248 -5.85940 6.54955
H 3.37840 -3.79295 5.20530
H 3.26363 -3.39989 6.87184
H 1.63863 -1.85723 4.70258
H 1.56892 -1.63784 6.50442
H 0.19037 -2.17089 5.51049
```

Atomic partial charges in e from the Mulliken method, atoms 1 to 6:
1 C -0.408
2 C -0.355
3 O -0.511
4 O -0.537
5 H 0.287
6 H 0.313